ORCA calculation (wB97M-V/def2-TZVPD) on C36H84N12O16SZn as an isolated structure at a distorted geometry.

The geometry in XYZ format:
```
150
C36H84N12O16SZn, DFT wB97M-V/def2-TZVPD
Zn 20.27 -9.81 -18.10
S 18.72 -10.26 -20.05
O 18.49 -10.06 -18.60
O 18.53 -11.65 -20.45
O 17.99 -9.33 -20.86
O 20.13 -9.96 -19.97
C 21.98 -13.74 -18.63
C 20.73 -13.06 -18.06
O 20.69 -11.80 -17.94
N 19.72 -13.84 -17.67
C 18.46 -13.31 -17.24
H 22.00 -13.86 -19.71
H 21.98 -14.75 -18.23
H 22.91 -13.24 -18.35
H 19.78 -14.83 -17.85
H 18.16 -12.51 -17.92
H 18.51 -13.05 -16.18
H 17.65 -14.03 -17.33
C 14.54 -8.76 -21.85
C 14.47 -8.38 -20.41
O 13.41 -8.24 -19.85
N 15.60 -8.25 -19.73
C 15.79 -7.87 -18.36
H 15.57 -8.78 -22.20
H 13.99 -8.05 -22.47
H 14.05 -9.71 -22.06
H 16.49 -8.44 -20.18
H 15.24 -8.55 -17.70
H 15.35 -6.90 -18.15
H 16.82 -7.95 -18.02
C 16.96 -14.83 -20.23
C 15.78 -13.91 -19.75
O 14.71 -14.42 -19.52
N 16.13 -12.66 -19.49
C 15.27 -11.63 -18.90
H 17.65 -14.97 -19.40
H 17.49 -14.38 -21.07
H 16.57 -15.79 -20.55
H 17.06 -12.39 -19.75
H 14.41 -12.06 -18.39
H 14.91 -10.97 -19.69
H 15.85 -11.02 -18.21
C 16.60 -5.15 -13.31
C 17.00 -6.15 -14.39
O 16.16 -6.86 -14.92
N 18.26 -6.20 -14.78
C 19.41 -5.51 -14.30
H 16.83 -4.13 -13.61
H 17.19 -5.36 -12.41
H 15.53 -5.21 -13.13
H 18.49 -6.96 -15.40
H 20.07 -6.20 -13.78
H 19.14 -4.81 -13.51
H 19.87 -4.99 -15.13
C 18.72 -5.97 -18.45
C 19.95 -6.58 -17.84
O 20.01 -7.82 -17.81
N 20.97 -5.80 -17.43
C 22.20 -6.37 -16.97
H 18.44 -6.51 -19.35
H 18.92 -4.92 -18.66
H 17.90 -5.95 -17.74
H 21.00 -4.81 -17.61
H 22.95 -5.62 -16.72
H 22.69 -6.98 -17.72
H 22.09 -7.04 -16.12
C 14.40 -16.15 -22.90
C 15.86 -16.15 -23.26
O 16.65 -16.95 -22.80
N 16.25 -15.17 -24.12
C 17.56 -15.12 -24.73
H 14.42 -15.99 -21.82
H 13.98 -17.07 -23.31
H 13.88 -15.31 -23.36
H 15.55 -14.53 -24.46
H 18.28 -14.52 -24.19
H 17.43 -14.65 -25.71
H 18.04 -16.09 -24.81
C 20.90 -9.63 -13.84
C 19.88 -9.80 -14.92
O 20.21 -9.87 -16.12
N 18.59 -9.81 -14.57
C 17.48 -9.89 -15.53
H 21.53 -8.79 -14.13
H 21.46 -10.57 -13.77
H 20.46 -9.31 -12.90
H 18.32 -9.78 -13.60
H 17.51 -9.08 -16.26
H 16.55 -10.01 -14.98
H 17.75 -10.72 -16.18
C 24.47 -9.23 -16.97
C 23.52 -9.64 -18.09
O 22.27 -9.43 -17.89
N 23.98 -10.36 -19.13
C 23.11 -10.76 -20.27
H 24.85 -8.22 -17.06
H 25.38 -9.83 -17.08
H 23.99 -9.43 -16.01
H 24.94 -10.59 -19.32
H 23.69 -11.16 -21.10
H 22.55 -9.95 -20.74
H 22.44 -11.58 -20.00
C 23.86 -6.66 -20.74
C 24.95 -6.57 -19.71
O 25.80 -7.44 -19.63
N 25.02 -5.46 -18.93
C 26.09 -5.19 -17.97
H 24.33 -6.82 -21.71
H 23.31 -5.73 -20.85
H 23.25 -7.52 -20.44
H 24.31 -4.76 -19.09
H 25.69 -4.52 -17.21
H 26.87 -4.74 -18.58
H 26.46 -6.06 -17.43
C 20.62 -11.40 -23.18
C 20.95 -12.80 -22.72
O 21.83 -13.39 -23.27
N 20.19 -13.34 -21.72
C 20.09 -14.73 -21.52
H 20.05 -11.29 -24.11
H 21.59 -10.92 -23.32
H 20.10 -10.82 -22.42
H 19.56 -12.67 -21.29
H 21.13 -15.06 -21.43
H 19.62 -15.34 -22.30
H 19.66 -14.96 -20.55
C 20.84 -7.62 -22.27
C 19.74 -6.61 -22.41
O 20.04 -5.50 -22.81
N 18.52 -6.93 -21.92
C 17.33 -6.12 -22.05
H 20.84 -7.99 -21.25
H 21.85 -7.26 -22.48
H 20.64 -8.46 -22.93
H 18.44 -7.82 -21.46
H 17.64 -5.09 -22.20
H 16.60 -6.34 -21.27
H 16.89 -6.30 -23.03
C 17.64 -9.42 -24.47
C 16.77 -10.53 -25.08
O 16.47 -10.48 -26.26
N 16.28 -11.59 -24.42
C 16.39 -11.80 -23.01
H 18.46 -9.07 -25.10
H 18.05 -9.69 -23.50
H 17.03 -8.52 -24.33
H 15.65 -12.13 -24.99
H 15.62 -12.47 -22.64
H 16.36 -10.92 -22.37
H 17.33 -12.31 -22.78
```

As for the total energy: -148596.28817 eV. As for the LUMO energy: -0.47 eV. For the HOMO-LUMO gap, the calculation gives 8.37 eV. Its max |F| is 5.6 eV/Å.

Atomic partial charges in e from the Löwdin method, atoms 1 to 8: Zn 0.51; S 0.31; O -0.36; O -0.33; O -0.31; O -0.35; C 0.02; C -0.42